# 1
{"formula": "H4O2", "method": "the ωB97M-V functional and the def2-TZVPD basis", "smiles": "O.O", "homo_energy_ev": -11.26, "gap_ha": 0.449, "charge": 0, "max_force_ha_per_bohr": 0.0460, "multiplicity": 1, "elements": ["O", "H", "H", "O", "H", "H"], "positions_angstrom": [[0.755, 0.363, -0.971], [1.064, -0.343, -0.460], [1.526, 0.595, -1.506], [-0.802, -0.409, 0.980], [-0.706, 0.267, 0.328], [-1.502, -0.154, 1.568]]}

---

# 2
{"formula": "C29H23AsCl3CoF6N3O2PS", "method": "the ωB97M-V functional and the def2-TZVPD basis", "s2": 0.767, "homo_energy_ev": [-11.62, -11.60], "gap_ha": [0.234, 0.234], "charge": 1, "max_force_ha_per_bohr": 0.0163, "multiplicity": 2, "elements": ["Co", "C", "C", "C", "C", "C", "C", "C", "C", "C", "S", "C", "N", "H", "H", "H", "H", "H", "H", "H", "H", "N", "P", "C", "C", "C", "C", "C", "C", "C", "C", "C", "C", "C", "C", "C", "C", "C", "C", "C", "N", "H", "H", "H", "H", "H", "H", "H", "H", "H", "H", "H", "H", "H", "H", "H", "F", "As", "F", "F", "F", "F", "F", "Cl", "C", "Cl", "Cl", "C", "O", "O"], "positions_angstrom": [[0.262, -0.153, 0.084], [0.857, 1.961, -2.287], [0.332, 2.710, -1.072], [0.961, 4.065, -1.017], [1.401, 4.608, 0.103], [1.356, 3.853, 1.334], [1.719, 4.370, 2.520], [1.731, 3.589, 3.737], [1.452, 2.281, 3.720], [1.125, 1.611, 2.480], [1.087, -0.003, 2.413], [0.923, 2.455, 1.245], [0.433, 1.911, 0.181], [0.546, 2.513, -3.174], [0.473, 0.947, -2.362], [1.942, 1.924, -2.254], [1.005, 4.590, -1.963], [1.824, 5.603, 0.124], [2.026, 5.407, 2.570], [2.015, 4.074, 4.661], [1.519, 1.674, 4.613], [-1.026, -2.335, 1.649], [-1.690, -0.884, 1.065], [-3.180, -1.388, 0.187], [-3.059, -1.808, -1.138], [-4.158, -2.315, -1.808], [-5.387, -2.391, -1.165], [-5.514, -1.975, 0.153], [-4.412, -1.480, 0.833], [-2.250, 0.017, 2.519], [-2.960, 1.195, 2.293], [-3.355, 1.983, 3.361], [-3.050, 1.593, 4.660], [-2.350, 0.418, 4.888], [-1.944, -0.370, 3.820], [0.013, -2.893, 0.927], [0.443, -4.199, 1.149], [1.461, -4.697, 0.368], [2.027, -3.896, -0.620], [1.566, -2.613, -0.764], [0.579, -2.103, 0.002], [-1.578, -2.977, 2.199], [-2.109, -1.726, -1.649], [-4.062, -2.637, -2.836], [-6.249, -2.775, -1.694], [-6.472, -2.037, 0.652], [-4.519, -1.151, 1.859], [-3.225, 1.492, 1.284], [-3.911, 2.893, 3.181], [-3.366, 2.204, 5.495], [-2.119, 0.110, 5.899], [-1.378, -1.273, 4.006], [-0.028, -4.795, 1.918], [1.814, -5.708, 0.524], [2.827, -4.249, -1.252], [1.996, -1.945, -1.495], [2.169, 0.063, -0.575], [3.986, 0.326, -0.237], [4.241, -0.964, -1.346], [5.637, 0.545, 0.089], [3.959, 1.455, -1.539], [3.503, 1.609, 0.834], [3.763, -0.806, 1.052], [-3.715, 3.879, -0.279], [-3.373, 2.932, -1.741], [-3.203, 4.002, -3.137], [-4.658, 1.774, -2.014], [-2.020, 2.202, -1.542], [-1.081, 3.086, -1.298], [-1.881, 1.013, -1.634]]}

---

# 3
{"formula": "C16H30N3O8S2", "method": "the ωB97M-V functional and the def2-TZVPD basis", "homo_energy_ev": -5.48, "gap_ha": 0.282, "charge": -1, "max_force_ha_per_bohr": 0.0379, "multiplicity": 1, "elements": ["C", "C", "C", "O", "O", "C", "C", "C", "C", "C", "C", "S", "O", "O", "N", "S", "O", "O", "O", "C", "C", "N", "C", "C", "C", "O", "H", "H", "H", "H", "H", "H", "H", "H", "H", "H", "H", "H", "H", "H", "H", "H", "H", "H", "H", "H", "H", "H", "H", "H", "H", "H", "H", "C", "C", "N", "H", "H", "H"], "positions_angstrom": [[9.422, 1.906, 1.642], [8.317, 2.171, 0.928], [8.060, 1.456, -0.368], [8.683, 1.610, -1.399], [7.050, 0.550, -0.268], [5.748, 1.177, -0.114], [4.678, 0.152, -0.409], [4.458, -0.830, 0.761], [3.046, -0.698, 1.376], [2.100, -1.773, 0.801], [0.713, -1.209, 0.462], [-0.446, -2.577, 0.464], [0.207, -3.631, -0.290], [-0.648, -2.955, 1.847], [-1.783, -2.200, -0.353], [-2.314, -0.725, -0.108], [-2.095, -0.170, 1.205], [-1.955, 0.148, -1.200], [-3.905, -0.982, -0.264], [-4.674, 0.137, 0.140], [-6.097, -0.138, -0.335], [-7.062, 0.674, 0.396], [-8.426, 0.250, 0.081], [-9.503, 1.251, 0.537], [-9.041, 2.164, 1.676], [-10.676, 0.549, 0.962], [9.359, 1.879, 2.723], [10.388, 1.753, 1.180], [7.585, 2.905, 1.242], [5.656, 1.586, 0.894], [5.681, 2.010, -0.819], [3.760, 0.688, -0.631], [5.017, -0.398, -1.267], [5.233, -0.689, 1.517], [4.570, -1.848, 0.398], [3.146, -0.884, 2.444], [2.654, 0.309, 1.239], [1.969, -2.547, 1.554], [2.491, -2.249, -0.091], [0.412, -0.477, 1.204], [0.758, -0.710, -0.503], [-4.702, 0.228, 1.227], [-4.316, 1.065, -0.301], [-6.264, -1.206, -0.142], [-6.150, 0.026, -1.408], [-6.939, 0.461, 1.378], [-8.665, -0.699, 0.579], [-8.531, 0.075, -0.987], [-9.833, 1.881, -0.284], [-8.491, 3.023, 1.307], [-8.440, 1.600, 2.387], [-9.916, 2.540, 2.203], [-10.466, 0.123, 1.796], [5.343, -1.132, -4.882], [4.411, -1.113, -3.761], [3.688, -1.097, -2.868], [6.277, -0.654, -4.593], [5.544, -2.160, -5.175], [4.914, -0.598, -5.727]]}

---

# 4
{"formula": "C28H50BrF3N6O5P", "method": "the ωB97M-V functional and the def2-TZVPD basis", "homo_energy_ev": -4.40, "gap_ha": 0.219, "charge": -1, "max_force_ha_per_bohr": 0.1998, "multiplicity": 1, "elements": ["C", "C", "C", "C", "O", "N", "C", "C", "O", "C", "F", "F", "F", "C", "C", "C", "C", "Br", "C", "O", "O", "P", "N", "O", "H", "H", "H", "H", "H", "H", "H", "H", "H", "H", "H", "H", "H", "H", "H", "H", "H", "H", "H", "H", "H", "H", "C", "C", "C", "C", "N", "H", "H", "H", "H", "H", "H", "H", "C", "C", "C", "C", "N", "H", "H", "H", "H", "H", "H", "H", "C", "C", "C", "C", "N", "H", "H", "H", "H", "H", "H", "H", "C", "C", "C", "C", "N", "H", "H", "H", "H", "H", "H", "H"], "positions_angstrom": [[6.722, -5.326, 2.631], [6.506, -3.959, 1.737], [6.144, -4.284, 0.136], [5.332, -2.978, -0.454], [3.877, -3.037, -0.340], [3.361, -2.237, 0.588], [3.396, -0.793, 0.308], [4.492, 0.091, 1.214], [5.250, -0.727, 2.171], [3.764, 1.425, 1.909], [3.048, 2.264, 0.894], [4.904, 2.287, 2.396], [2.901, 1.090, 3.063], [2.321, -2.808, 1.465], [0.907, -2.014, 1.630], [-0.409, -2.878, 2.033], [-1.614, -1.741, 2.294], [-0.307, -3.902, 3.751], [2.978, -2.866, 3.006], [2.963, -1.793, 3.845], [3.563, -4.091, 3.603], [1.793, -4.590, 0.868], [3.141, -5.734, 0.863], [1.259, -4.481, -0.825], [5.797, -6.054, 2.527], [7.710, -5.867, 2.309], [6.743, -5.001, 3.774], [5.659, -3.308, 2.250], [7.490, -3.289, 1.794], [5.601, -5.309, -0.011], [7.190, -4.333, -0.404], [5.852, -2.035, -0.003], [5.578, -2.953, -1.622], [3.808, -0.671, -0.809], [2.416, -0.169, 0.325], [5.307, 0.563, 0.478], [5.023, -0.370, 3.098], [0.677, -1.523, 0.565], [0.945, -1.079, 2.372], [-0.863, -3.545, 1.153], [-1.426, -1.372, 3.412], [-2.691, -2.222, 2.267], [-1.480, -0.818, 1.588], [3.966, -5.443, 1.424], [3.446, -5.983, -0.109], [1.303, -3.503, -1.115], [0.279, 5.065, -2.096], [1.309, 4.514, -1.116], [2.750, 4.800, -1.543], [3.024, 4.152, -2.890], [3.252, 3.615, -4.008], [0.371, 4.601, -3.083], [-0.735, 4.863, -1.736], [0.390, 6.149, -2.213], [1.159, 3.432, -1.015], [1.134, 4.957, -0.129], [3.449, 4.397, -0.802], [2.922, 5.879, -1.620], [-4.286, 1.700, -0.202], [-5.433, 1.664, 0.803], [-5.043, 2.226, 2.171], [-3.907, 1.405, 2.759], [-2.965, 0.724, 3.247], [-3.445, 1.079, 0.121], [-4.619, 1.315, -1.172], [-3.924, 2.724, -0.348], [-5.777, 0.628, 0.911], [-6.273, 2.242, 0.404], [-5.901, 2.191, 2.850], [-4.724, 3.270, 2.081], [-8.903, 5.168, -2.362], [-9.220, 4.289, -1.157], [-8.549, 4.777, 0.129], [-7.039, 4.769, -0.045], [-5.787, 4.763, -0.189], [-7.833, 5.168, -2.592], [-9.426, 4.799, -3.250], [-9.218, 6.203, -2.187], [-8.904, 3.262, -1.374], [-10.305, 4.268, -1.008], [-8.818, 4.123, 0.965], [-8.879, 5.793, 0.373], [-2.131, -2.128, -4.376], [-0.883, -1.256, -4.283], [-0.239, -1.285, -2.895], [-1.225, -0.765, -1.862], [-2.043, -0.335, -1.004], [-2.918, -1.780, -3.700], [-2.539, -2.099, -5.392], [-1.900, -3.171, -4.130], [-1.149, -0.226, -4.549], [-0.152, -1.601, -5.024], [0.658, -0.656, -2.884], [0.058, -2.305, -2.630]]}

---

Please write out number 3 again, unchanged.
{"formula": "C16H30N3O8S2", "method": "the ωB97M-V functional and the def2-TZVPD basis", "homo_energy_ev": -5.48, "gap_ha": 0.282, "charge": -1, "max_force_ha_per_bohr": 0.0379, "multiplicity": 1, "elements": ["C", "C", "C", "O", "O", "C", "C", "C", "C", "C", "C", "S", "O", "O", "N", "S", "O", "O", "O", "C", "C", "N", "C", "C", "C", "O", "H", "H", "H", "H", "H", "H", "H", "H", "H", "H", "H", "H", "H", "H", "H", "H", "H", "H", "H", "H", "H", "H", "H", "H", "H", "H", "H", "C", "C", "N", "H", "H", "H"], "positions_angstrom": [[9.422, 1.906, 1.642], [8.317, 2.171, 0.928], [8.060, 1.456, -0.368], [8.683, 1.610, -1.399], [7.050, 0.550, -0.268], [5.748, 1.177, -0.114], [4.678, 0.152, -0.409], [4.458, -0.830, 0.761], [3.046, -0.698, 1.376], [2.100, -1.773, 0.801], [0.713, -1.209, 0.462], [-0.446, -2.577, 0.464], [0.207, -3.631, -0.290], [-0.648, -2.955, 1.847], [-1.783, -2.200, -0.353], [-2.314, -0.725, -0.108], [-2.095, -0.170, 1.205], [-1.955, 0.148, -1.200], [-3.905, -0.982, -0.264], [-4.674, 0.137, 0.140], [-6.097, -0.138, -0.335], [-7.062, 0.674, 0.396], [-8.426, 0.250, 0.081], [-9.503, 1.251, 0.537], [-9.041, 2.164, 1.676], [-10.676, 0.549, 0.962], [9.359, 1.879, 2.723], [10.388, 1.753, 1.180], [7.585, 2.905, 1.242], [5.656, 1.586, 0.894], [5.681, 2.010, -0.819], [3.760, 0.688, -0.631], [5.017, -0.398, -1.267], [5.233, -0.689, 1.517], [4.570, -1.848, 0.398], [3.146, -0.884, 2.444], [2.654, 0.309, 1.239], [1.969, -2.547, 1.554], [2.491, -2.249, -0.091], [0.412, -0.477, 1.204], [0.758, -0.710, -0.503], [-4.702, 0.228, 1.227], [-4.316, 1.065, -0.301], [-6.264, -1.206, -0.142], [-6.150, 0.026, -1.408], [-6.939, 0.461, 1.378], [-8.665, -0.699, 0.579], [-8.531, 0.075, -0.987], [-9.833, 1.881, -0.284], [-8.491, 3.023, 1.307], [-8.440, 1.600, 2.387], [-9.916, 2.540, 2.203], [-10.466, 0.123, 1.796], [5.343, -1.132, -4.882], [4.411, -1.113, -3.761], [3.688, -1.097, -2.868], [6.277, -0.654, -4.593], [5.544, -2.160, -5.175], [4.914, -0.598, -5.727]]}

---

Repeat the third record exactly.
{"formula": "C16H30N3O8S2", "method": "the ωB97M-V functional and the def2-TZVPD basis", "homo_energy_ev": -5.48, "gap_ha": 0.282, "charge": -1, "max_force_ha_per_bohr": 0.0379, "multiplicity": 1, "elements": ["C", "C", "C", "O", "O", "C", "C", "C", "C", "C", "C", "S", "O", "O", "N", "S", "O", "O", "O", "C", "C", "N", "C", "C", "C", "O", "H", "H", "H", "H", "H", "H", "H", "H", "H", "H", "H", "H", "H", "H", "H", "H", "H", "H", "H", "H", "H", "H", "H", "H", "H", "H", "H", "C", "C", "N", "H", "H", "H"], "positions_angstrom": [[9.422, 1.906, 1.642], [8.317, 2.171, 0.928], [8.060, 1.456, -0.368], [8.683, 1.610, -1.399], [7.050, 0.550, -0.268], [5.748, 1.177, -0.114], [4.678, 0.152, -0.409], [4.458, -0.830, 0.761], [3.046, -0.698, 1.376], [2.100, -1.773, 0.801], [0.713, -1.209, 0.462], [-0.446, -2.577, 0.464], [0.207, -3.631, -0.290], [-0.648, -2.955, 1.847], [-1.783, -2.200, -0.353], [-2.314, -0.725, -0.108], [-2.095, -0.170, 1.205], [-1.955, 0.148, -1.200], [-3.905, -0.982, -0.264], [-4.674, 0.137, 0.140], [-6.097, -0.138, -0.335], [-7.062, 0.674, 0.396], [-8.426, 0.250, 0.081], [-9.503, 1.251, 0.537], [-9.041, 2.164, 1.676], [-10.676, 0.549, 0.962], [9.359, 1.879, 2.723], [10.388, 1.753, 1.180], [7.585, 2.905, 1.242], [5.656, 1.586, 0.894], [5.681, 2.010, -0.819], [3.760, 0.688, -0.631], [5.017, -0.398, -1.267], [5.233, -0.689, 1.517], [4.570, -1.848, 0.398], [3.146, -0.884, 2.444], [2.654, 0.309, 1.239], [1.969, -2.547, 1.554], [2.491, -2.249, -0.091], [0.412, -0.477, 1.204], [0.758, -0.710, -0.503], [-4.702, 0.228, 1.227], [-4.316, 1.065, -0.301], [-6.264, -1.206, -0.142], [-6.150, 0.026, -1.408], [-6.939, 0.461, 1.378], [-8.665, -0.699, 0.579], [-8.531, 0.075, -0.987], [-9.833, 1.881, -0.284], [-8.491, 3.023, 1.307], [-8.440, 1.600, 2.387], [-9.916, 2.540, 2.203], [-10.466, 0.123, 1.796], [5.343, -1.132, -4.882], [4.411, -1.113, -3.761], [3.688, -1.097, -2.868], [6.277, -0.654, -4.593], [5.544, -2.160, -5.175], [4.914, -0.598, -5.727]]}

---

> Look up the charge of the first one.

0

---

Please write out number 3 again, unchanged.
{"formula": "C16H30N3O8S2", "method": "the ωB97M-V functional and the def2-TZVPD basis", "homo_energy_ev": -5.48, "gap_ha": 0.282, "charge": -1, "max_force_ha_per_bohr": 0.0379, "multiplicity": 1, "elements": ["C", "C", "C", "O", "O", "C", "C", "C", "C", "C", "C", "S", "O", "O", "N", "S", "O", "O", "O", "C", "C", "N", "C", "C", "C", "O", "H", "H", "H", "H", "H", "H", "H", "H", "H", "H", "H", "H", "H", "H", "H", "H", "H", "H", "H", "H", "H", "H", "H", "H", "H", "H", "H", "C", "C", "N", "H", "H", "H"], "positions_angstrom": [[9.422, 1.906, 1.642], [8.317, 2.171, 0.928], [8.060, 1.456, -0.368], [8.683, 1.610, -1.399], [7.050, 0.550, -0.268], [5.748, 1.177, -0.114], [4.678, 0.152, -0.409], [4.458, -0.830, 0.761], [3.046, -0.698, 1.376], [2.100, -1.773, 0.801], [0.713, -1.209, 0.462], [-0.446, -2.577, 0.464], [0.207, -3.631, -0.290], [-0.648, -2.955, 1.847], [-1.783, -2.200, -0.353], [-2.314, -0.725, -0.108], [-2.095, -0.170, 1.205], [-1.955, 0.148, -1.200], [-3.905, -0.982, -0.264], [-4.674, 0.137, 0.140], [-6.097, -0.138, -0.335], [-7.062, 0.674, 0.396], [-8.426, 0.250, 0.081], [-9.503, 1.251, 0.537], [-9.041, 2.164, 1.676], [-10.676, 0.549, 0.962], [9.359, 1.879, 2.723], [10.388, 1.753, 1.180], [7.585, 2.905, 1.242], [5.656, 1.586, 0.894], [5.681, 2.010, -0.819], [3.760, 0.688, -0.631], [5.017, -0.398, -1.267], [5.233, -0.689, 1.517], [4.570, -1.848, 0.398], [3.146, -0.884, 2.444], [2.654, 0.309, 1.239], [1.969, -2.547, 1.554], [2.491, -2.249, -0.091], [0.412, -0.477, 1.204], [0.758, -0.710, -0.503], [-4.702, 0.228, 1.227], [-4.316, 1.065, -0.301], [-6.264, -1.206, -0.142], [-6.150, 0.026, -1.408], [-6.939, 0.461, 1.378], [-8.665, -0.699, 0.579], [-8.531, 0.075, -0.987], [-9.833, 1.881, -0.284], [-8.491, 3.023, 1.307], [-8.440, 1.600, 2.387], [-9.916, 2.540, 2.203], [-10.466, 0.123, 1.796], [5.343, -1.132, -4.882], [4.411, -1.113, -3.761], [3.688, -1.097, -2.868], [6.277, -0.654, -4.593], [5.544, -2.160, -5.175], [4.914, -0.598, -5.727]]}